{
  "formula": "C4H4ClFN2O2",
  "method": "the ωB97M-V functional and the def2-TZVPD basis",
  "elements": ["C", "C", "C", "C", "N", "N", "O", "O", "F", "Cl", "H", "H", "H", "H"],
  "coordinates": [[-1.31, 1.32, 1.83], [0.10, 0.45, 0.17], [0.78, -2.17, -0.37], [-0.23, 1.59, 1.02], [-2.25, 1.21, 2.48], [-0.84, -0.50, 0.40], [0.98, 0.43, -0.63], [-0.61, -1.74, -0.08], [0.53, 2.70, 1.05], [-0.61, 2.31, -2.49], [0.94, -2.04, -1.47], [0.93, -3.28, -0.33], [1.40, -1.70, 0.39], [0.18, 1.43, -1.98]],
  "homo_ev": [-10.50, -10.10],
  "homo_lumo_gap_ev": [7.9, 7.6]
}

=====

{
  "formula": "C3H3NO2S",
  "method": "the ωB97M-V functional and the def2-TZVPD basis",
  "elements": ["C", "C", "C", "N", "O", "O", "S", "H", "H", "H"],
  "coordinates": [[1.86, 0.71, 0.13], [0.79, 0.08, -0.66], [-2.32, -0.07, 0.86], [-1.57, 0.21, 1.67], [-1.00, -1.81, -1.14], [2.43, 0.31, 1.07], [0.21, -1.47, -0.36], [2.38, 1.72, -0.36], [0.32, 0.68, -1.45], [-3.11, -0.37, 0.23]],
  "homo_ev": [-10.13, -10.13],
  "homo_lumo_gap_ev": [8.5, 8.5]
}

=====

{
  "formula": "C8H7F9O2",
  "method": "the ωB97M-V functional and the def2-TZVPD basis",
  "elements": ["O", "C", "O", "C", "C", "C", "C", "F", "F", "C", "F", "F", "C", "F", "F", "C", "F", "F", "F", "H", "H", "H", "H", "H", "H", "H"],
  "coordinates": [[3.76, -2.59, 0.86], [2.93, -1.78, 0.83], [2.98, -0.69, 0.02], [1.76, -0.60, -0.76], [1.41, 0.86, -0.97], [0.99, 1.64, 0.29], [-0.13, 1.05, 1.13], [0.32, -0.02, 1.81], [-0.39, 1.99, 2.08], [-1.50, 0.82, 0.41], [-1.58, 1.75, -0.54], [-2.47, 1.09, 1.26], [-1.75, -0.54, -0.28], [-1.36, -1.60, 0.43], [-1.19, -0.62, -1.47], [-3.29, -0.75, -0.53], [-3.84, 0.25, -1.15], [-3.38, -1.80, -1.33], [-3.92, -1.07, 0.56], [2.05, -1.87, 1.50], [0.98, -1.20, -0.28], [1.98, -1.07, -1.73], [0.67, 1.02, -1.76], [2.32, 1.34, -1.35], [0.77, 2.67, 0.03], [1.87, 1.70, 0.94]],
  "smiles": "O=COCCCC(F)(F)C(F)(F)C(F)(F)C(F)(F)F",
  "homo_ev": -10.84,
  "homo_lumo_gap_ev": 11.6
}

=====

{
  "formula": "C36H40F3N2O",
  "method": "the ωB97M-V functional and the def2-TZVPD basis",
  "elements": ["C", "C", "C", "C", "C", "C", "C", "C", "C", "C", "C", "C", "N", "C", "C", "C", "C", "C", "C", "C", "C", "C", "C", "C", "C", "C", "C", "C", "O", "H", "H", "H", "H", "H", "H", "H", "H", "H", "H", "H", "H", "H", "H", "H", "H", "H", "H", "H", "H", "H", "H", "H", "H", "H", "H", "H", "H", "H", "H", "H", "H", "H", "H", "H", "F", "C", "F", "F", "C", "C", "C", "C", "C", "C", "N", "C", "C", "H", "H", "H", "H", "H"],
  "coordinates": [[6.11, -1.20, -0.25], [5.33, -1.95, 0.84], [5.27, -3.43, 0.43], [6.10, -1.88, 2.16], [3.92, -1.32, 0.98], [2.78, -1.99, 0.66], [1.47, -1.40, 0.76], [0.33, -2.14, 0.39], [-1.03, -1.72, 0.54], [-1.48, -0.51, -0.04], [-2.76, -0.02, 0.15], [-3.68, -0.76, 0.96], [-4.94, -0.28, 1.17], [-5.45, 0.81, 0.35], [-4.40, 1.88, 0.13], [-3.15, 1.27, -0.48], [-5.96, -1.12, 1.74], [-5.40, -1.97, 2.87], [-4.20, -2.78, 2.39], [-3.27, -2.00, 1.53], [-2.00, -2.49, 1.25], [1.37, -0.06, 1.27], [2.47, 0.71, 1.55], [2.36, 2.19, 1.95], [3.03, 2.43, 3.31], [0.90, 2.66, 2.09], [3.04, 3.07, 0.88], [3.80, 0.09, 1.42], [4.83, 0.76, 1.67], [6.29, -0.17, 0.07], [7.07, -1.70, -0.43], [5.53, -1.18, -1.18], [4.74, -4.03, 1.18], [4.79, -3.56, -0.55], [6.30, -3.81, 0.36], [5.56, -2.41, 2.94], [7.08, -2.34, 2.02], [6.23, -0.84, 2.47], [2.84, -3.01, 0.27], [0.52, -3.19, 0.14], [-0.79, 0.03, -0.69], [-5.79, 0.41, -0.62], [-6.32, 1.22, 0.88], [-4.81, 2.65, -0.53], [-4.14, 2.35, 1.09], [-2.32, 1.98, -0.43], [-3.33, 1.10, -1.55], [-6.76, -0.46, 2.11], [-6.39, -1.78, 0.97], [-5.09, -1.31, 3.69], [-6.18, -2.63, 3.25], [-3.65, -3.18, 3.25], [-4.58, -3.65, 1.83], [-1.68, -3.46, 1.63], [0.37, 0.34, 1.45], [4.09, 2.17, 3.26], [2.92, 3.49, 3.59], [2.55, 1.81, 4.08], [0.36, 2.59, 1.13], [0.37, 2.07, 2.85], [0.89, 3.71, 2.40], [2.61, 2.86, -0.11], [2.89, 4.13, 1.11], [4.11, 2.85, 0.86], [-2.83, 0.77, -7.48], [-3.31, 1.13, -6.26], [-3.97, 2.31, -6.43], [-4.26, 0.19, -5.92], [-2.23, 1.22, -5.22], [-2.38, 2.12, -4.16], [-1.44, 2.12, -3.14], [-0.32, 1.23, -3.14], [0.56, 1.14, -2.02], [1.72, 0.39, -2.04], [2.74, -0.21, -1.97], [-0.18, 0.38, -4.27], [-1.12, 0.38, -5.29], [-3.22, 2.80, -4.15], [-1.55, 2.84, -2.32], [0.39, 1.83, -1.19], [0.68, -0.29, -4.32], [-1.00, -0.27, -6.15]],
  "homo_ev": -3.33,
  "charge": -1,
  "homo_lumo_gap_ev": 5.2
}

=====

{
  "formula": "C4H6N3P",
  "method": "the ωB97M-V functional and the def2-TZVPD basis",
  "elements": ["C", "C", "C", "C", "N", "N", "N", "P", "H", "H", "H", "H", "H", "H"],
  "coordinates": [[3.05, 0.71, -0.08], [-0.15, -1.76, -0.80], [1.26, -0.08, 0.38], [0.23, 0.49, -0.60], [4.05, 1.16, -0.37], [-0.55, -0.62, -1.12], [-0.58, 1.47, 0.07], [1.40, -1.89, 0.20], [-0.68, -2.64, -1.13], [1.20, 0.33, 1.39], [0.71, 0.97, -1.46], [-1.11, 2.03, -0.59], [-1.24, 1.02, 0.70], [0.69, -2.22, 1.36]],
  "homo_ev": -10.06,
  "homo_lumo_gap_ev": 10.1
}

=====

{
  "formula": "C31H29CrF6N5O3P",
  "method": "the ωB97M-V functional and the def2-TZVPD basis",
  "elements": ["Cr", "C", "O", "C", "N", "C", "C", "C", "C", "C", "C", "C", "C", "C", "C", "C", "C", "N", "C", "N", "C", "C", "O", "C", "C", "C", "C", "C", "C", "H", "H", "H", "H", "H", "H", "H", "H", "H", "H", "H", "H", "H", "H", "H", "H", "H", "H", "H", "C", "C", "O", "N", "C", "C", "C", "C", "C", "C", "N", "H", "H", "H", "H", "H", "H", "H", "H", "H", "H", "F", "P", "F", "F", "F", "F", "F"],
  "coordinates": [[-0.30, 0.59, 0.44], [2.85, -0.54, 3.56], [2.23, 0.76, 3.75], [1.32, 0.87, 2.82], [1.21, -0.04, 1.91], [2.38, -0.95, 2.15], [2.14, -2.42, 1.98], [2.88, -3.34, 2.75], [2.76, -4.69, 2.51], [1.92, -5.15, 1.48], [1.16, -4.25, 0.72], [1.28, -2.90, 0.97], [0.50, 2.10, 2.81], [0.48, 3.12, 3.74], [-0.34, 4.22, 3.49], [-1.12, 4.26, 2.33], [-1.04, 3.18, 1.47], [-0.25, 2.14, 1.72], [-1.76, 2.95, 0.20], [-1.66, 1.80, -0.39], [-2.37, 1.93, -1.71], [-2.97, 3.35, -1.61], [-2.45, 3.90, -0.34], [-1.47, 1.72, -2.89], [-0.32, 2.50, -3.07], [0.46, 2.33, -4.19], [0.10, 1.40, -5.16], [-1.05, 0.64, -5.00], [-1.83, 0.80, -3.86], [2.47, -1.19, 4.35], [3.92, -0.41, 3.65], [3.14, -0.67, 1.41], [3.56, -3.00, 3.52], [3.32, -5.40, 3.10], [1.87, -6.21, 1.27], [0.52, -4.61, -0.06], [0.73, -2.19, 0.38], [1.11, 3.07, 4.62], [-0.38, 5.04, 4.19], [-1.76, 5.10, 2.10], [-3.17, 1.19, -1.74], [-4.06, 3.37, -1.52], [-2.64, 4.02, -2.40], [-0.03, 3.23, -2.32], [1.34, 2.94, -4.33], [0.70, 1.28, -6.05], [-1.35, -0.06, -5.77], [-2.75, 0.23, -3.76], [-1.95, -2.01, 3.16], [-2.09, -1.41, 1.81], [-1.46, -0.34, 1.53], [-2.83, -1.94, 0.87], [-2.96, -1.31, -0.45], [-1.75, -1.51, -1.33], [-1.86, -2.33, -2.43], [-0.78, -2.51, -3.28], [0.40, -1.86, -2.99], [0.46, -1.06, -1.87], [-0.58, -0.88, -1.03], [-2.16, -1.25, 3.91], [-0.92, -2.33, 3.28], [-2.62, -2.86, 3.30], [-3.35, -2.78, 1.07], [-3.18, -0.26, -0.28], [-3.83, -1.76, -0.93], [-2.81, -2.82, -2.64], [-0.87, -3.14, -4.16], [1.28, -1.96, -3.62], [1.36, -0.54, -1.62], [0.95, 1.38, -0.57], [3.31, 1.58, -0.82], [4.83, 1.72, -0.96], [3.16, 1.92, 0.71], [2.83, 3.03, -1.16], [3.23, 0.05, -0.40], [2.92, 1.13, -2.28]],
  "homo_ev": -16.34,
  "charge": 3,
  "homo_lumo_gap_ev": 4.1
}